{
  "formula": "C2H8N2O2S",
  "method": "ωB97M-V/def2-TZVPD",
  "elements": ["C", "C", "N", "N", "O", "O", "S", "H", "H", "H", "H", "H", "H", "H", "H"],
  "coordinates": [[-1.61618, 1.30860, -0.30681], [2.24068, -0.71598, 0.53318], [-0.95914, -0.67691, -1.33787], [-0.79064, 0.18866, -0.28539], [0.24147, 0.50265, 2.00073], [1.01331, -1.37382, 0.60624], [-0.32737, -0.58814, 1.23263], [-1.18194, 2.13325, 0.31811], [-1.63572, 1.82839, -1.26983], [-2.73095, 1.06205, -0.07609], [2.42579, -0.32949, -0.43614], [3.02401, -1.27584, 0.95805], [2.41502, 0.11770, 1.13432], [-0.25028, -1.27926, -1.61971], [-1.86805, -0.90186, -1.45142]],
  "nbo_charge": [-0.44, -0.28, -0.68, -0.50, -0.94, -0.72, 1.64, 0.24, 0.22, 0.16, 0.18, 0.19, 0.21, 0.39, 0.34],
  "relative_energy_kcal_mol": 49.0,
  "homo_ev": -8.332,
  "charge": 0,
  "energy_ev": -20110.97797
}